ORCA calculation (ωB97M-V/def2-TZVPD) on a structure of composition C15H45N8O10V at a distorted geometry.

```
79
C15H45N8O10V, DFT ωB97M-V/def2-TZVPD
O -0.22 -0.70 -0.46
V 0.86 -0.54 0.71
O 1.64 0.74 0.29
C 1.27 -3.85 -0.93
C 2.43 -2.89 -0.98
C 2.61 -2.17 -2.33
O 2.54 -2.02 0.12
H 1.17 -4.36 0.03
H 1.36 -4.62 -1.70
H 0.31 -3.34 -1.04
H 3.24 -3.59 -0.80
H 2.39 -2.89 -3.12
H 3.61 -1.81 -2.55
H 1.86 -1.38 -2.44
C 2.40 -0.13 3.87
O 1.97 -0.37 2.78
N 2.94 -0.93 4.78
N 2.39 1.05 4.39
H 3.29 -0.55 5.64
H 2.87 -1.93 4.63
H 2.73 1.32 5.31
H 1.99 1.79 3.83
C -0.42 -2.78 2.88
O -0.34 -2.07 1.94
N 0.55 -3.51 3.31
N -1.53 -2.94 3.49
H 0.37 -4.18 4.05
H 1.45 -3.35 2.89
H -1.64 -3.73 4.11
H -2.37 -2.44 3.24
C 2.26 4.13 0.14
O 1.04 4.09 0.03
N 2.94 5.21 0.32
N 3.23 3.18 0.02
H 3.91 5.15 0.60
H 2.57 6.13 0.12
H 2.95 2.21 0.00
H 4.09 3.50 0.44
C 2.38 1.47 -3.61
O 2.95 0.78 -4.46
N 1.29 2.15 -3.72
N 2.97 1.67 -2.52
H 0.98 2.55 -2.85
H 0.56 1.89 -4.37
H 2.73 2.43 -1.90
H 3.80 1.15 -2.26
C -1.16 0.53 4.15
C -1.59 0.86 2.75
O -0.53 1.07 1.85
H -0.65 1.39 4.58
H -0.46 -0.31 4.21
H -1.92 0.19 4.84
H -2.28 1.70 2.82
H -2.12 -0.03 2.40
H 0.04 1.73 2.26
C -4.38 -3.60 -4.11
C -3.94 -2.15 -3.58
C -2.84 -2.18 -2.56
O -3.53 -1.42 -4.73
H -4.84 -4.17 -3.31
H -3.58 -4.18 -4.56
H -5.24 -3.50 -4.77
H -4.80 -1.62 -3.17
H -2.41 -1.21 -2.30
H -2.00 -2.78 -2.89
H -3.30 -2.51 -1.62
H -2.86 -1.96 -5.16
C -2.50 3.70 0.20
C -2.04 2.60 -0.70
C -3.05 2.21 -1.75
O -0.89 3.01 -1.38
H -2.66 4.60 -0.40
H -1.58 3.92 0.74
H -3.20 3.42 0.98
H -1.86 1.73 -0.06
H -3.40 3.03 -2.38
H -3.90 1.74 -1.26
H -2.61 1.47 -2.42
H -0.31 3.21 -0.64
```

Summary:
HOMO (spin up / spin down) ... -10.7 / -10.7 eV
Orbital gap (spin up / spin down) ... 7.4 / 4.8 eV
Maximum force ... 0.1589 hartree/bohr
Charge ... +1
2S+1 ... 2
Calculated total energy ... -2732.7757 Eh
LUMO energy (spin up / spin down) ... -3.33 / -5.90 eV